{"formula": "C33H28BFN2O6P", "method": "wB97M-V/def2-TZVPD", "multiplicity": 1, "e_lumo_ev": 0.175, "homo_ev": -4.4555, "charge": -1, "species": ["C", "C", "B", "N", "C", "C", "C", "F", "P", "N", "O", "O", "H", "H", "H", "H", "H", "H", "H", "H", "H", "H", "H", "H", "C", "C", "C", "C", "C", "C", "C", "O", "C", "C", "C", "C", "C", "C", "C", "O", "H", "H", "H", "H", "H", "H", "H", "H", "C", "C", "C", "C", "C", "C", "C", "O", "C", "C", "C", "C", "C", "C", "C", "O", "H", "H", "H", "H", "H", "H", "H", "H"], "coordinates": [[4.83836, 2.36632, -0.46656], [5.00779, 3.24671, 0.37133], [5.08731, 4.21989, 1.67364], [4.94600, 3.36387, 2.96329], [4.09669, 5.52416, 1.63229], [2.70816, 5.29503, 0.90152], [2.49245, 6.14423, -0.41873], [3.20116, 7.38039, -0.45387], [6.90320, 4.95138, 1.66992], [7.13750, 5.69856, 0.26239], [8.08325, 3.74418, 1.81722], [6.97337, 6.10786, 2.91251], [4.92742, 1.44173, -1.08822], [4.34639, 2.56656, 2.68904], [5.87361, 2.92125, 3.07428], [4.69573, 6.39713, 1.24054], [3.86133, 5.78037, 2.71799], [2.47099, 4.22475, 0.64759], [1.89219, 5.63097, 1.62345], [1.38472, 6.41578, -0.44963], [2.68542, 5.56665, -1.37045], [7.29786, 6.70380, 0.41918], [8.71313, 3.88480, 1.07789], [6.74777, 6.97270, 2.51215], [0.10867, -0.54422, 1.56670], [-1.12799, -1.17185, 1.65169], [-2.22489, -0.61460, 0.94320], [-2.05809, 0.53140, 0.18793], [-0.80808, 1.15669, 0.12772], [0.26986, 0.61338, 0.80479], [-0.63053, 2.41152, -0.64038], [0.45446, 2.95087, -0.69392], [-1.80333, 2.99973, -1.33328], [-1.66565, 4.20839, -2.01132], [-2.75322, 4.76044, -2.67379], [-3.98125, 4.10282, -2.66967], [-4.12471, 2.90129, -1.99084], [-3.03918, 2.35096, -1.31261], [-3.21301, 1.08453, -0.56066], [-4.28684, 0.51021, -0.55271], [0.95673, -0.95428, 2.10308], [-1.24757, -2.06017, 2.25717], [-3.19767, -1.08956, 0.99616], [1.24259, 1.09139, 0.75212], [-0.71127, 4.72333, -2.02067], [-2.64497, 5.70414, -3.19671], [-4.82828, 4.53165, -3.19367], [-5.08379, 2.39591, -1.98663], [-1.15480, -3.33540, -0.83353], [-1.90379, -3.11868, 0.32015], [-2.70723, -4.13466, 0.82658], [-2.77292, -5.36405, 0.17473], [-2.03946, -5.57067, -0.99584], [-1.22173, -4.55681, -1.49125], [-2.13660, -6.85591, -1.72820], [-1.49562, -7.03964, -2.74637], [-3.03631, -7.91361, -1.20360], [-3.18280, -9.10493, -1.91035], [-4.01148, -10.10538, -1.42138], [-4.69048, -9.92387, -0.21928], [-4.55182, -8.73648, 0.48534], [-3.73219, -7.72470, -0.00955], [-3.61907, -6.44555, 0.73386], [-4.21592, -6.28540, 1.78268], [-0.52005, -2.54518, -1.22416], [-1.85478, -2.11038, 0.84786], [-3.28626, -3.96492, 1.72920], [-0.64007, -4.71695, -2.39215], [-2.65418, -9.25317, -2.84520], [-4.12790, -11.02992, -1.97601], [-5.33208, -10.70882, 0.16562], [-5.08623, -8.59799, 1.41833]], "forces_ev_per_a": [[0.7, -0.6, 0.2], [-0.4, -0.7, -0.6], [0.1, -0.6, 0.3], [0.2, -1.1, -0.4], [-0.2, 0.2, 0.6], [-0.3, 1.2, 0.2], [-1.2, -0.5, 0.0], [-0.5, -1.1, 0.1], [0.1, 1.3, -2.2], [0.5, 0.1, 1.3], [-0.6, 1.2, 0.2], [0.4, -0.6, -0.6], [-0.3, 1.6, 0.8], [0.3, 0.5, 0.5], [-0.7, 0.0, 0.2], [-1.1, -0.7, 0.0], [0.4, -0.3, -1.3], [0.5, 1.0, 0.2], [0.9, -0.4, -0.9], [1.3, -0.1, -0.1], [0.4, 0.7, 1.1], [0.1, -0.5, -0.3], [-0.6, 0.2, 0.5], [0.2, -0.8, 0.2], [-0.3, -0.2, 0.1], [1.1, 3.4, 1.5], [0.1, 2.1, 1.1], [0.0, -0.3, 0.3], [0.2, -0.2, 0.1], [0.1, 0.0, 0.0], [0.7, 0.3, 0.0], [-0.2, 0.0, 0.0], [-0.3, 0.1, -0.1], [-0.1, 0.2, -0.1], [0.0, -0.1, 0.1], [0.1, -0.1, 0.1], [-0.1, 0.2, -0.1], [0.1, 0.2, -0.1], [-0.7, -0.3, 0.0], [0.1, 0.1, 0.0], [-0.1, 0.0, 0.0], [0.2, 0.4, 0.4], [-0.1, 0.3, -0.1], [-0.1, 0.1, -0.1], [0.0, -0.2, 0.1], [0.0, -0.1, 0.0], [0.1, 0.0, 0.0], [0.2, -0.1, 0.1], [-0.1, -0.2, 0.0], [-0.5, -0.8, -0.2], [0.2, 0.1, -0.2], [0.1, 0.1, 0.0], [0.0, 0.2, 0.1], [0.1, 0.2, 0.0], [0.4, 0.1, -0.6], [-0.1, 0.0, 0.1], [-0.2, -0.2, 0.1], [-0.1, -0.2, 0.0], [0.1, 0.1, 0.0], [0.1, 0.1, 0.0], [-0.1, -0.2, 0.0], [0.0, -0.2, -0.1], [-0.3, 0.2, 0.6], [0.1, -0.1, -0.2], [0.0, 0.0, 0.0], [-0.7, -5.0, -3.0], [0.0, -0.2, -0.1], [-0.1, -0.1, 0.1], [0.0, 0.2, 0.1], [0.0, 0.1, 0.0], [0.0, 0.1, 0.0], [0.1, 0.2, -0.1]]}


{"formula": "C33H28Br2F2N6O2STi", "method": "wB97M-V/def2-TZVPD", "multiplicity": 1, "e_lumo_ev": -0.085, "homo_ev": -7.9104, "charge": 0, "species": ["Ti", "N", "C", "S", "N", "N", "C", "C", "C", "C", "C", "C", "C", "O", "H", "H", "H", "H", "H", "H", "H", "F", "C", "C", "C", "C", "C", "F", "C", "C", "C", "C", "C", "C", "N", "H", "H", "H", "H", "H", "H", "Br", "C", "C", "C", "N", "C", "C", "C", "C", "C", "Br", "C", "C", "N", "H", "H", "H", "H", "H", "H", "C", "C", "C", "C", "O", "H", "H", "H", "H", "H", "H", "H", "H", "H"], "coordinates": [[-0.11030, -0.97223, 0.67088], [0.97232, 3.31395, 1.86670], [0.38923, 2.12700, 1.52565], [1.33592, 0.68463, 1.74521], [-0.81930, 2.16563, 1.06974], [-1.28121, 0.92332, 0.66883], [-2.52176, 0.93446, 0.33861], [-3.25991, -0.14329, -0.28052], [-4.64547, -0.00282, -0.42215], [-5.39568, -0.94324, -1.09497], [-4.74949, -2.03936, -1.66954], [-3.38209, -2.19222, -1.55968], [-2.61706, -1.25662, -0.84985], [-1.31184, -1.41924, -0.75541], [1.77673, 3.27334, 2.46757], [0.34869, 4.09550, 1.98924], [-3.05888, 1.86716, 0.50120], [-5.12497, 0.87023, 0.00801], [-6.46747, -0.82833, -1.18571], [-5.32650, -2.77993, -2.21056], [-2.87014, -3.03748, -2.00184], [2.89586, -3.16039, 4.72582], [2.74750, -3.03456, 3.39050], [1.73849, -2.23754, 2.89630], [1.57095, -2.10460, 1.52152], [2.45493, -2.77154, 0.66191], [3.45409, -3.56840, 1.21598], [4.32314, -4.24108, 0.42254], [3.62282, -3.72325, 2.57351], [2.25918, -2.52831, -0.77818], [3.03725, -3.04775, -1.81086], [2.75069, -2.69166, -3.11662], [1.69711, -1.83228, -3.37581], [0.95580, -1.36850, -2.30798], [1.22722, -1.70606, -1.04356], [1.09634, -1.71505, 3.59237], [4.40829, -4.34883, 2.97250], [3.85313, -3.71393, -1.59006], [3.35184, -3.08654, -3.92628], [1.44456, -1.52087, -4.37976], [0.12504, -0.69478, -2.45762], [-4.27024, 4.38806, -1.69762], [-2.96724, 3.15592, -2.28600], [-3.34395, 2.05883, -3.03429], [-2.35101, 1.15548, -3.38526], [-1.07190, 1.29479, -3.05124], [-0.72751, 2.37684, -2.35059], [-1.64146, 3.33832, -1.93889], [0.72018, 2.52714, -2.01680], [1.37693, 3.72221, -2.29067], [2.72570, 3.79516, -2.00277], [3.67736, 5.38616, -2.36041], [3.37834, 2.70576, -1.46122], [2.62258, 1.57122, -1.20834], [1.32606, 1.47280, -1.47675], [-4.37295, 1.89082, -3.31776], [-2.60877, 0.26876, -3.95492], [-1.32919, 4.17409, -1.32972], [0.85197, 4.55736, -2.73238], [4.43299, 2.73745, -1.22811], [3.07972, 0.70402, -0.74432], [-1.53422, -4.02107, 1.48966], [-1.85177, -2.84124, 2.39903], [-1.42677, -3.13340, 3.83087], [-3.34129, -2.51513, 2.36096], [-1.14068, -1.68367, 1.93113], [-2.06312, -4.91362, 1.82935], [-0.46297, -4.22949, 1.50125], [-1.84268, -3.80494, 0.46558], [-2.06013, -3.91646, 4.25073], [-1.53285, -2.23715, 4.44470], [-0.39279, -3.47187, 3.87461], [-3.91846, -3.33322, 2.79643], [-3.68138, -2.35992, 1.33716], [-3.53798, -1.60808, 2.93549]], "forces_ev_per_a": [[0.2, -0.1, 0.6], [0.0, 0.0, 0.0], [0.0, 0.1, 0.1], [0.0, -0.2, -0.1], [0.0, 0.0, 0.0], [0.2, -0.1, -0.2], [-0.1, 0.0, -0.1], [0.0, 0.0, 0.0], [0.0, 0.0, 0.0], [0.0, 0.0, 0.0], [0.0, 0.0, 0.0], [0.0, 0.0, 0.0], [0.1, 0.0, 0.0], [-0.2, -0.1, -0.2], [0.0, 0.0, 0.0], [0.0, 0.0, 0.0], [0.0, 0.0, 0.0], [0.0, 0.0, 0.0], [0.0, 0.0, 0.0], [0.0, 0.0, 0.0], [0.0, 0.0, 0.0], [0.0, 0.0, 0.0], [0.0, 0.0, 0.1], [0.0, 0.0, 0.0], [-0.2, 0.1, 0.0], [0.0, 0.0, 0.0], [0.0, 0.0, 0.0], [0.0, 0.0, 0.0], [0.0, 0.0, 0.0], [0.0, 0.0, 0.0], [0.0, 0.0, 0.0], [0.0, 0.0, 0.0], [0.0, 0.0, 0.0], [0.0, 0.0, 0.1], [-0.1, 0.2, 0.0], [0.0, 0.0, 0.0], [0.0, 0.0, 0.0], [0.0, 0.0, 0.0], [0.0, 0.0, 0.0], [0.0, 0.0, 0.0], [0.0, 0.0, 0.0], [0.0, 0.0, 0.0], [0.0, 0.0, 0.0], [0.0, -0.1, 0.0], [0.0, 0.0, 0.1], [0.0, 0.0, 0.0], [0.1, 0.0, 0.0], [0.0, 0.0, 0.0], [0.0, 0.0, 0.0], [-0.1, 0.0, 0.0], [0.0, 0.0, 0.0], [0.0, 0.0, 0.0], [0.0, 0.0, 0.1], [0.0, 0.0, 0.0], [-0.1, 0.0, -0.1], [0.0, 0.0, 0.0], [0.0, 0.0, 0.0], [0.0, 0.0, 0.0], [0.0, 0.0, 0.0], [0.0, 0.0, 0.0], [0.0, 0.0, 0.0], [0.0, 0.0, 0.0], [-0.1, 0.1, 0.0], [0.1, 0.0, 0.1], [0.0, 0.1, 0.0], [0.1, -0.1, -0.2], [0.0, 0.0, 0.0], [0.0, 0.0, 0.0], [0.0, 0.0, 0.0], [0.0, 0.0, 0.0], [0.0, 0.0, 0.0], [0.0, 0.0, 0.0], [0.0, 0.0, 0.0], [0.0, 0.0, 0.0], [0.0, 0.0, 0.0]]}


{"formula": "C33H28Br3InN7O2Si", "method": "wB97M-V/def2-TZVPD", "multiplicity": 1, "e_lumo_ev": -3.760, "homo_ev": -11.2111, "charge": 1, "species": ["In", "C", "C", "N", "C", "C", "N", "C", "C", "C", "C", "C", "N", "C", "C", "N", "C", "C", "N", "C", "C", "C", "N", "C", "C", "H", "H", "H", "H", "H", "H", "H", "H", "H", "H", "H", "H", "Br", "C", "Br", "H", "H", "C", "Si", "C", "C", "C", "C", "C", "C", "C", "H", "H", "H", "H", "H", "H", "H", "H", "H", "H", "H", "Br", "C", "C", "N", "C", "C", "C", "C", "O", "O", "H", "H", "H"], "coordinates": [[0.38904, 1.40207, -0.50102], [-3.94263, 2.81885, -2.38228], [-2.69585, 3.12125, -1.85102], [-2.18991, 2.42178, -0.84503], [-2.92300, 1.42191, -0.35632], [-4.13474, 1.07957, -0.94774], [-4.64405, 1.77809, -1.95342], [-2.41953, 0.79815, 0.89365], [-3.26500, 0.13325, 1.76270], [-2.78422, -0.28908, 2.99777], [-1.47466, 0.03225, 3.32982], [-0.67928, 0.69496, 2.40829], [-1.13739, 1.02382, 1.20032], [0.67486, 1.19166, 2.75776], [1.35971, 0.75534, 3.88457], [2.49998, 1.30814, 4.27526], [2.95169, 2.31610, 3.54571], [2.30223, 2.72534, 2.38825], [1.18020, 2.15143, 1.97801], [-3.66313, -1.00334, 3.95025], [-4.54262, -1.98397, 3.50783], [-5.34389, -2.62785, 4.43875], [-5.32607, -2.35096, 5.73867], [-4.48584, -1.40876, 6.15495], [-3.63492, -0.71334, 5.30909], [-4.37095, 3.41261, -3.18002], [-2.09586, 3.93503, -2.24047], [-4.70958, 0.22690, -0.60887], [-4.30706, -0.00786, 1.51482], [-1.08725, -0.22242, 4.30527], [0.99186, -0.06931, 4.48136], [3.85947, 2.80440, 3.87640], [2.69173, 3.53287, 1.79064], [-4.58742, -2.26687, 2.46402], [-6.03070, -3.40448, 4.12356], [-4.49374, -1.19512, 7.21730], [-2.98793, 0.05815, 5.70604], [3.90330, 2.21476, -0.89474], [3.63630, 4.12387, -0.95388], [1.80899, 4.67005, -0.62607], [3.91106, 4.47477, -1.93993], [4.25225, 4.57517, -0.18666], [-0.83948, 0.66113, -3.79414], [0.81855, 1.15869, -3.09890], [1.44348, 2.76586, -3.80887], [2.02510, -0.23577, -3.31145], [3.39666, -0.01505, -3.47559], [4.26339, -1.06923, -3.72141], [3.77066, -2.36306, -3.82585], [2.41010, -2.59893, -3.69463], [1.54711, -1.54470, -3.43606], [-0.68312, 0.10856, -4.72357], [-1.44955, 1.53055, -4.02608], [-1.38743, 0.01214, -3.10835], [1.50308, 2.69580, -4.89815], [2.44021, 3.00349, -3.43640], [0.78063, 3.59388, -3.55565], [3.79520, 0.99040, -3.42834], [5.32179, -0.88094, -3.84627], [4.44697, -3.18514, -4.02088], [2.01995, -3.60438, -3.78993], [0.48669, -1.74417, -3.33333], [4.69291, -4.79341, 0.51769], [2.92724, -4.28263, 0.09836], [2.00578, -5.24207, -0.30352], [0.75236, -4.94263, -0.62917], [0.38281, -3.66775, -0.57337], [1.23813, -2.64635, -0.18167], [2.54300, -2.95993, 0.17237], [0.78267, -1.23138, -0.18521], [-0.29954, -0.91231, -0.73843], [1.52459, -0.35271, 0.36410], [2.29301, -6.28497, -0.36447], [-0.63824, -3.43909, -0.85446], [3.22986, -2.18307, 0.47806]], "forces_ev_per_a": [[-0.1, -0.4, 0.3], [0.0, 0.0, -0.1], [0.1, 0.0, -0.1], [0.1, 0.0, 0.0], [0.0, 0.0, 0.0], [0.0, 0.0, 0.0], [0.0, 0.0, 0.0], [0.1, 0.0, 0.0], [0.0, 0.0, 0.0], [0.0, 0.0, 0.0], [0.0, 0.0, 0.0], [0.0, 0.0, 0.0], [0.0, 0.2, -0.1], [0.0, 0.0, 0.0], [0.0, 0.0, 0.0], [0.0, 0.0, 0.0], [0.0, 0.0, 0.0], [0.0, -0.1, -0.1], [0.0, -0.2, -0.2], [0.0, 0.0, 0.0], [0.0, 0.0, 0.0], [0.0, 0.0, 0.0], [0.0, 0.0, 0.0], [0.0, 0.0, 0.0], [0.0, 0.0, 0.0], [0.0, 0.0, 0.0], [0.0, 0.0, 0.0], [0.0, 0.0, 0.0], [0.0, 0.0, 0.0], [0.0, 0.0, 0.0], [0.0, 0.0, 0.0], [0.0, 0.0, 0.0], [0.1, 0.1, -0.1], [0.0, 0.0, 0.0], [0.0, 0.0, 0.0], [0.0, 0.0, 0.0], [0.0, 0.0, 0.0], [-0.1, 0.2, 0.2], [0.0, 0.0, 0.0], [0.1, 0.0, 0.0], [0.0, 0.0, 0.0], [0.0, 0.0, 0.0], [0.0, -0.1, 0.1], [0.0, 0.3, 0.2], [0.0, 0.0, 0.0], [0.0, 0.0, 0.0], [0.0, 0.0, 0.0], [0.0, 0.0, 0.0], [0.0, 0.0, 0.0], [0.0, 0.0, 0.1], [0.0, 0.0, 0.0], [0.0, 0.0, 0.0], [-0.1, 0.1, 0.0], [0.0, 0.0, 0.0], [0.0, 0.0, 0.0], [0.0, 0.0, 0.0], [0.0, 0.0, 0.0], [0.0, 0.0, 0.0], [0.0, 0.0, 0.0], [0.0, 0.0, 0.0], [0.0, 0.0, 0.0], [0.0, 0.0, 0.0], [0.0, 0.0, 0.0], [0.0, 0.0, 0.0], [0.0, 0.0, 0.0], [0.0, 0.0, 0.0], [0.0, 0.0, 0.0], [0.0, 0.0, 0.0], [0.0, 0.0, 0.0], [-0.1, -0.1, 0.0], [0.0, 0.0, 0.0], [0.0, 0.3, 0.0], [0.0, 0.0, 0.0], [0.0, 0.0, 0.0], [0.0, 0.0, 0.0]]}


Question: Which value of charge does entry 1 give?
Answer: -1